Record 1
C4H12O4 | wB97M-V/def2-TZVPD

Computed properties:
- Energy above the lowest of the compared OMol25 structures with the same formula, charge and spin: 66.4 kcal per mole
- Total charge: 0
- DFT total energy: -12530.214 eV

The geometry in XYZ format:
```
20
Properties=species:S:1:pos:R:3:forces:R:3
O 2.514 0.021 -1.530 -0.693 -1.553 0.223
O -1.468 -1.048 1.324 0.024 -2.171 0.071
O -1.953 0.061 -0.915 -1.557 2.607 0.751
O 0.058 -0.602 -2.620 0.795 2.562 5.698
C 0.296 0.820 1.283 -1.854 -1.623 -0.282
C -0.904 0.059 1.919 -2.305 2.010 0.212
C 2.149 0.234 -0.377 -0.634 0.958 -3.005
C 0.902 -0.193 0.274 -1.432 -1.646 -0.447
H 2.704 1.049 -0.043 1.149 1.360 2.340
H 1.155 -1.195 0.749 -0.381 1.140 0.051
H -1.782 -1.049 0.412 0.069 1.311 0.294
H 0.991 -0.638 -2.228 -1.169 0.578 -0.206
H 0.038 -0.540 -0.490 2.722 1.080 1.920
H -0.265 1.678 0.882 1.179 -0.020 -0.737
H -1.352 -0.333 -1.514 1.098 -0.361 -1.795
H -1.769 1.045 -0.914 -0.264 -1.841 -0.160
H 0.226 -1.021 -3.364 0.503 -3.197 -6.074
H 0.911 1.161 2.104 0.525 0.004 -0.084
H -0.728 -0.340 2.861 1.263 -0.466 1.952
H -1.723 0.832 2.189 0.963 -0.733 -0.723
```
Positions in Å, forces in eV/Å.

Record 2
C4H12O4 | wB97M-V/def2-TZVPD

Computed properties:
- Energy above the lowest of the compared OMol25 structures with the same formula, charge and spin: 37.2 kcal per mole
- Total charge: 0
- DFT total energy: -12531.480 eV

The geometry in XYZ format:
```
20
Properties=species:S:1:pos:R:3:forces:R:3
O -2.381 0.460 -1.085 -3.069 0.040 1.007
O -0.300 -0.547 -2.466 1.435 -0.769 1.628
O -1.687 0.901 1.984 -0.355 -0.781 2.606
O 1.458 -1.696 -0.746 1.134 0.860 0.188
C 1.680 0.399 0.441 0.167 -1.659 0.641
C 0.455 -0.077 1.222 -0.192 1.198 1.961
C -0.326 1.164 1.920 0.458 -0.821 -1.142
C 2.121 -0.687 -0.538 -1.326 -0.009 0.015
H 0.219 -1.165 -1.841 -1.065 1.202 -1.263
H 1.191 1.238 -0.006 0.930 1.011 -1.221
H 0.033 1.325 2.953 -0.041 -0.036 -0.542
H 0.734 -0.744 2.036 0.005 -0.191 0.001
H -2.080 1.020 1.151 -0.701 0.082 -2.006
H -1.609 0.176 -1.564 0.405 -0.851 -0.883
H -3.224 -0.064 -1.287 2.434 0.998 0.158
H 3.048 -0.506 -1.092 0.294 -0.144 -0.036
H -0.709 -1.133 -3.085 -0.394 -0.510 -0.709
H -0.290 2.108 1.349 1.065 -0.224 0.056
H -0.226 -0.646 0.589 -0.031 0.408 -0.062
H 2.608 0.650 1.030 -1.152 0.198 -0.395
```
Positions in Å, forces in eV/Å.

Record 3
C4H12OS | wB97M-V/def2-TZVPD

Computed properties:
- Energy above the lowest of the compared OMol25 structures with the same formula, charge and spin: 24.7 kcal per mole
- Total charge: 0
- DFT total energy: -17224.472 eV

The geometry in XYZ format:
```
18
Properties=species:S:1:pos:R:3:forces:R:3
S -1.752 0.777 0.093 -1.260 0.248 -0.456
O 2.723 -1.320 0.434 -0.814 0.169 -0.003
C -2.683 0.874 -1.507 0.416 0.033 0.894
C 1.875 0.986 0.455 0.786 -0.920 -0.339
C 2.082 -0.318 1.224 0.460 0.314 0.668
C -1.421 -0.976 0.123 1.645 -0.834 -1.146
H -2.097 -1.802 -0.117 -1.001 0.821 0.199
H 1.654 1.804 1.135 -0.339 0.112 -0.220
H 1.150 -0.676 1.675 -0.135 -0.120 -0.318
H 1.144 0.824 -0.336 -0.442 0.355 0.278
H -3.430 0.089 -1.433 -0.087 0.042 -0.406
H -2.031 0.781 -2.373 0.023 -0.285 0.062
H -0.966 -1.235 1.072 0.117 0.154 0.182
H 2.048 -1.565 -0.212 0.327 -0.237 -0.141
H -0.656 -1.108 -0.668 0.071 -0.195 0.488
H 2.798 1.190 -0.096 0.116 0.196 0.326
H 2.728 -0.171 2.095 0.169 0.153 -0.232
H -3.166 1.846 -1.565 -0.051 -0.006 0.165
```
Positions in Å, forces in eV/Å.

Record 4
C4H12OS | wB97M-V/def2-TZVPD

Computed properties:
- Energy above the lowest of the compared OMol25 structures with the same formula, charge and spin: 7.6 kcal per mole
- Total charge: 0
- DFT total energy: -17225.214 eV

The geometry in XYZ format:
```
18
Properties=species:S:1:pos:R:3:forces:R:3
S -0.064 0.262 4.032 0.124 -0.060 0.286
O 0.533 -1.639 -3.965 0.076 -0.033 -0.358
C -0.703 -0.265 2.430 -0.041 0.160 -0.421
C 0.217 0.019 1.224 -0.001 -0.352 0.555
C 0.379 0.681 -1.204 -0.657 -0.295 -0.053
C -0.542 0.528 0.013 0.376 0.396 0.062
H -0.853 -1.333 2.561 -0.099 -0.131 -0.044
H 0.254 1.521 3.709 -0.062 0.050 -0.088
H -1.686 0.177 2.254 0.021 0.041 0.110
H -0.960 1.499 0.277 -0.088 0.182 0.034
H 0.513 -0.288 -1.689 0.458 0.037 0.171
H 0.767 -0.899 0.981 0.024 0.196 -0.031
H -0.093 1.288 -1.971 -0.067 0.274 -0.068
H 1.411 -1.795 -4.340 -0.225 0.040 0.123
H 1.327 1.154 -0.930 -0.085 -0.240 -0.068
H -0.049 -1.566 -4.734 0.147 -0.019 0.232
H 0.953 0.764 1.534 0.081 -0.045 -0.176
H -1.404 -0.108 -0.181 0.018 -0.202 -0.265
```
Positions in Å, forces in eV/Å.

Record 5
C4H12OS2 | wB97M-V/def2-TZVPD

Computed properties:
- Energy above the lowest of the compared OMol25 structures with the same formula, charge and spin: 35.6 kcal per mole
- Total charge: 0
- DFT total energy: -28059.322 eV

The geometry in XYZ format:
```
19
Properties=species:S:1:pos:R:3:forces:R:3
S -0.707 1.576 0.075 1.399 1.131 -0.198
S -1.113 -0.429 -0.325 -2.295 -1.142 2.666
O 2.135 0.575 2.131 0.538 0.381 -0.567
C 0.816 -2.211 -1.418 0.130 -0.343 -1.312
C -1.574 1.802 1.703 -0.217 0.194 -1.829
C 1.965 -1.517 -0.694 -0.603 0.534 -0.592
C -0.399 -1.318 -1.699 0.848 1.346 0.405
H 0.621 -3.158 -0.913 -0.617 0.181 0.136
H -1.144 1.425 2.611 0.291 -0.725 0.027
H 2.165 0.174 1.253 -0.359 -0.347 0.157
H 2.352 -0.674 -1.297 -0.116 -0.242 0.480
H -1.265 -1.861 -2.100 0.409 0.224 -0.124
H -1.722 2.876 1.819 0.297 0.048 -0.313
H -0.120 -0.451 -2.306 0.154 -0.717 -0.880
H -2.522 1.427 1.357 -0.721 -0.470 1.057
H 1.487 -1.182 0.217 0.030 0.533 0.285
H 2.781 -2.140 -0.359 0.175 -0.441 -0.363
H 0.999 -2.489 -2.473 0.827 -0.224 0.426
H 2.639 1.376 1.922 -0.171 0.079 0.540
```
Positions in Å, forces in eV/Å.

Record 6
C4H12OS2 | wB97M-V/def2-TZVPD

Computed properties:
- Energy above the lowest of the compared OMol25 structures with the same formula, charge and spin: 23.0 kcal per mole
- Total charge: 0
- DFT total energy: -28059.871 eV

The geometry in XYZ format:
```
19
Properties=species:S:1:pos:R:3:forces:R:3
S 0.179 0.786 -1.797 0.404 -0.074 -0.383
S 1.361 2.100 -0.694 -1.977 -0.810 0.862
O 0.188 -2.051 2.063 -4.105 -0.600 1.187
C -1.087 1.731 1.138 1.506 -0.772 -0.336
C -0.058 2.651 0.463 0.997 3.830 -0.681
C 0.840 -0.877 -1.408 0.302 -0.010 1.396
C -0.190 -1.997 -1.577 0.575 -0.276 -0.600
H 1.193 -0.813 -0.340 -0.252 -0.112 -1.085
H -0.399 -2.091 -2.646 -0.019 -0.201 0.019
H 0.212 -2.863 2.569 -0.287 -0.209 0.195
H -1.384 2.026 2.139 0.108 0.408 -0.029
H 1.688 -1.116 -2.062 -0.085 0.285 0.272
H -0.738 0.691 1.218 0.241 0.313 0.053
H 1.040 -1.943 1.820 4.396 0.829 -1.387
H -0.528 3.504 -0.173 0.051 -1.919 0.712
H -1.151 -1.850 -1.101 0.015 0.181 0.467
H 0.489 3.407 1.120 -0.395 -1.548 -0.003
H -1.931 1.655 0.503 -1.014 0.088 -0.470
H 0.277 -2.948 -1.234 -0.463 0.597 -0.190
```
Positions in Å, forces in eV/Å.

Record 7
C4H12OS2 | wB97M-V/def2-TZVPD

Computed properties:
- Energy above the lowest of the compared OMol25 structures with the same formula, charge and spin: 44.0 kcal per mole
- Total charge: 0
- DFT total energy: -28058.959 eV

The geometry in XYZ format:
```
19
Properties=species:S:1:pos:R:3:forces:R:3
S -0.988 2.016 1.221 -1.719 -0.657 -1.837
S -1.502 0.049 0.575 0.470 1.313 1.366
O 3.533 -5.621 -0.319 1.826 -0.610 -1.953
C 0.316 -1.854 0.622 2.473 -0.352 2.094
C -1.984 2.885 -0.189 1.695 -0.512 1.217
C 0.259 -0.364 0.769 -0.666 0.153 -0.800
C -1.057 3.398 -1.374 -3.996 -2.573 -0.010
H -2.896 2.270 -0.304 0.746 0.432 -0.536
H -2.177 3.631 0.510 -1.300 2.138 0.320
H -0.874 4.437 -1.229 0.991 0.430 0.174
H -0.307 2.607 -1.343 0.648 0.904 -0.822
H 0.604 0.235 -0.099 0.918 -0.679 0.856
H -0.080 -2.166 -0.285 -1.185 -0.656 -1.588
H 2.901 -5.442 0.332 -1.102 0.873 1.489
H -0.201 -2.310 1.510 0.591 0.108 -1.025
H -1.763 3.316 -2.280 1.529 0.034 0.899
H 0.632 -0.009 1.751 -0.144 -0.172 -0.785
H 4.182 -4.905 -0.426 -0.728 -0.258 0.467
H 1.399 -2.175 0.556 -1.046 0.085 0.474
```
Positions in Å, forces in eV/Å.

Record 8
C4H12OSSi | wB97M-V/def2-TZVPD

Computed properties:
- Energy above the lowest of the compared OMol25 structures with the same formula, charge and spin: 41.9 kcal per mole
- Total charge: 0
- DFT total energy: -25102.213 eV

The geometry in XYZ format:
```
19
Properties=species:S:1:pos:R:3:forces:R:3
S 3.478 -0.907 -1.323 -1.133 -1.481 -0.986
Si 0.314 0.156 -0.543 2.631 0.289 2.463
O -1.065 -0.201 0.246 0.220 -0.507 -1.639
C 2.295 -0.906 0.062 -1.998 -0.505 0.193
C -1.914 1.550 1.796 0.060 0.913 -0.931
C 0.047 -0.385 -2.252 -1.237 -0.081 -1.723
C -1.693 0.059 1.444 -1.874 -0.418 0.660
H 2.844 -1.966 -2.055 0.942 1.522 0.898
H -0.893 0.147 -2.642 1.262 -0.766 0.499
H 0.883 -0.141 -2.968 -0.838 -0.627 0.845
H 2.866 -0.431 0.894 -0.783 -0.203 -0.494
H -1.068 -0.365 2.197 0.254 -0.408 0.990
H -0.226 -1.499 -2.186 0.648 1.514 -0.347
H -2.665 -0.572 1.394 1.330 1.284 0.432
H -2.877 1.996 1.363 1.424 -0.679 0.569
H -1.890 1.715 2.890 -0.263 -0.261 -0.544
H -1.026 2.140 1.395 -1.219 -0.650 0.417
H 2.102 -2.014 0.348 0.202 1.953 -0.326
H 0.490 1.623 -0.060 0.373 -0.890 -0.977
```
Positions in Å, forces in eV/Å.

Record 9
C4H12OSi | wB97M-V/def2-TZVPD

Computed properties:
- Energy above the lowest of the compared OMol25 structures with the same formula, charge and spin: 116.0 kcal per mole
- Total charge: 0
- DFT total energy: -14264.709 eV

The geometry in XYZ format:
```
18
Properties=species:S:1:pos:R:3:forces:R:3
Si -0.018 -0.664 0.898 0.631 -0.555 2.563
O -0.627 -0.094 -0.438 0.697 3.274 -2.594
C -1.009 -2.343 1.078 1.047 2.392 -1.793
C 1.864 -0.933 1.096 1.622 2.043 -1.736
C 0.160 1.967 -1.052 -2.336 -4.151 -2.439
C -0.959 2.122 -1.962 1.380 -1.306 -3.005
H 2.147 -1.800 1.593 -0.025 -1.811 1.530
H 2.525 -1.114 0.170 -1.256 0.722 0.762
H -1.120 3.115 -2.236 -0.215 2.088 -0.214
H -1.777 1.789 -1.460 -2.723 -0.811 1.388
H 0.989 1.564 -1.544 1.840 -0.268 0.357
H -0.924 1.560 -2.963 0.413 0.542 1.685
H -0.536 -3.092 1.582 2.135 -2.086 1.202
H 0.054 2.453 -0.175 0.494 1.273 2.914
H -0.179 0.472 1.994 -0.230 -1.108 -0.490
H -1.135 -2.679 0.027 -0.645 0.263 0.763
H -1.836 -2.237 1.715 -1.928 0.515 -0.006
H 2.382 -0.086 1.676 -0.903 -1.017 -0.888
```
Positions in Å, forces in eV/Å.

Record 10
C4H12OSi | wB97M-V/def2-TZVPD

Computed properties:
- Energy above the lowest of the compared OMol25 structures with the same formula, charge and spin: 154.6 kcal per mole
- Total charge: 0
- DFT total energy: -14263.034 eV

The geometry in XYZ format:
```
18
Properties=species:S:1:pos:R:3:forces:R:3
Si 0.365 -1.163 1.074 1.138 -1.103 -0.232
O -1.486 1.952 -1.479 0.324 0.760 -0.317
C -0.838 -2.394 1.880 -0.721 1.188 -4.112
C -0.636 0.993 -1.887 1.888 -2.763 -0.477
C 0.552 0.546 1.910 0.783 -1.478 0.320
C 0.594 1.134 -2.880 -2.584 0.111 3.395
H -1.627 -1.959 2.375 -1.804 1.406 1.352
H 0.934 0.408 2.950 -0.837 0.234 -0.454
H 1.281 1.782 -2.415 0.985 1.541 0.240
H -1.369 -2.942 1.041 1.103 -0.039 1.081
H 0.235 1.469 -3.787 -0.332 0.812 -2.131
H 1.382 1.059 1.412 -0.633 0.354 -0.230
H 1.693 -2.087 0.910 -1.159 1.276 0.245
H 1.155 0.244 -2.938 0.064 -1.480 -0.252
H -0.287 -2.914 2.551 1.498 -2.322 1.761
H -0.551 0.185 -1.141 -0.181 0.017 -0.555
H -0.462 0.959 1.803 0.681 0.466 0.330
H -0.936 2.728 -1.379 -0.214 1.019 0.036
```
Positions in Å, forces in eV/Å.

Record 11
C4H12S | wB97M-V/def2-TZVPD

Computed properties:
- Energy above the lowest of the compared OMol25 structures with the same formula, charge and spin: 12.9 kcal per mole
- Total charge: 0
- DFT total energy: -15177.149 eV

The geometry in XYZ format:
```
17
Properties=species:S:1:pos:R:3:forces:R:3
S 0.411 -1.528 -0.999 -0.897 0.594 0.672
C -1.699 1.240 2.670 0.155 1.677 0.893
C 1.247 1.114 -0.861 0.230 -0.503 0.703
C 1.714 -0.275 -1.260 0.798 -1.430 -0.010
C -2.022 0.839 1.255 1.568 -0.386 -0.550
H -3.053 0.543 1.119 -0.151 0.235 -0.240
H 1.996 1.776 -1.276 -0.536 0.668 -0.461
H 0.192 1.270 -1.075 0.194 0.429 -0.803
H 1.288 1.310 0.218 0.220 -0.560 -0.011
H 2.648 -0.548 -0.754 -0.384 0.047 0.434
H -2.232 0.749 3.483 -0.012 -0.387 -0.227
H -1.943 2.307 2.776 -0.426 -0.143 0.104
H 1.999 -0.435 -2.296 -0.252 0.881 -0.349
H 0.998 -2.689 -1.244 0.637 -0.134 -0.186
H -1.672 1.640 0.593 -0.836 0.227 -0.022
H -1.361 0.049 0.881 -0.380 -0.510 0.402
H -0.641 1.301 2.945 0.072 -0.705 -0.349
```
Positions in Å, forces in eV/Å.

Record 12
C4H12S | wB97M-V/def2-TZVPD

Computed properties:
- Energy above the lowest of the compared OMol25 structures with the same formula, charge and spin: 32.7 kcal per mole
- Total charge: 0
- DFT total energy: -15176.287 eV

The geometry in XYZ format:
```
17
Properties=species:S:1:pos:R:3:forces:R:3
S 0.406 -3.150 0.808 -1.457 1.582 -1.912
C -0.448 3.346 0.188 1.266 -2.183 -1.452
C 1.565 -2.582 -0.550 -1.760 -1.515 -1.872
C -0.269 1.733 0.324 -0.152 1.586 -3.103
C -0.958 -1.927 0.210 0.575 -1.453 0.285
H 0.419 3.681 -0.496 -1.714 -0.142 0.943
H -1.936 -2.385 0.301 -0.063 -0.005 0.374
H -0.389 1.365 -0.732 -0.277 -0.059 0.881
H 2.135 -1.934 0.022 1.758 1.332 0.187
H -0.910 -0.959 0.663 0.090 0.297 0.654
H 2.114 -3.506 -0.924 -0.503 1.472 0.398
H -1.050 1.287 0.925 0.315 -0.152 0.401
H 0.788 1.451 0.500 -0.771 0.282 0.774
H -0.785 -1.777 -0.840 0.044 -0.132 -0.363
H -0.238 3.643 1.164 0.288 1.301 1.567
H 1.017 -2.001 -1.454 1.315 -1.625 2.245
H -1.463 3.714 -0.110 1.046 -0.586 -0.007
```
Positions in Å, forces in eV/Å.

- Which value of total charge does entry 2 give?
  0

- Look up the energy above the lowest of the compared OMol25 structures with the same formula, charge and spin of the tenth one.
  154.6 kcal per mole

- The lowest DFT total energy belongs to which entry?
  number 6